Entry 1:
Formula: C36H28CoN7O3S
Source: the OMol25 dataset
Level of theory: ωB97M-V/def2-TZVPD

Geometry as XYZ:
```
76
C36H28CoN7O3S ωB97M-V/def2-TZVPD
H -0.50 2.05 2.97
H -0.30 -2.23 5.29
H -2.01 -4.34 1.30
C -0.37 -1.17 3.46
H 1.18 2.82 1.80
O -0.69 -3.51 3.23
C -1.56 -4.11 0.34
C -5.05 -0.47 -4.79
C -2.97 1.32 0.94
C 2.56 0.81 -0.36
H 0.60 -2.45 -3.64
N -2.35 0.33 0.25
C -1.19 -4.41 -2.07
N -0.41 0.01 2.81
C -6.83 -1.75 -5.89
Co -0.39 -0.28 0.51
H 4.47 0.96 -1.27
C -5.87 -1.60 -4.83
C 4.04 2.64 0.03
O -1.26 1.21 -3.48
N -7.60 -1.87 -6.74
C -4.01 -1.30 -2.78
C -3.23 -0.08 -0.72
C 0.37 -1.97 -1.40
H 4.97 3.17 -0.15
C 3.09 3.17 0.90
H -1.40 3.69 -0.95
O 3.18 -1.15 -1.57
C -0.56 -3.01 0.24
N -0.96 -1.90 -0.73
C -4.24 1.57 0.44
C -0.42 1.12 3.53
H -2.77 2.71 -1.51
C 0.72 2.71 -2.65
H -1.99 -2.99 -3.66
H -4.74 -3.18 -2.06
C 0.09 -2.73 -2.72
H -3.46 0.53 -3.73
H 1.61 -3.52 -0.16
H -1.92 3.79 -2.67
H -5.28 0.55 -1.25
H -0.26 -0.11 6.66
C 3.78 1.44 -0.60
N 0.95 -0.71 -1.10
H 0.46 3.38 -3.46
C 0.67 -3.30 -0.65
C -4.41 0.67 -0.63
H 1.03 -4.82 -2.26
N 1.65 1.30 0.49
C -0.31 -0.08 5.58
H 1.46 1.98 -2.98
H -0.38 2.08 5.45
N -0.23 -2.19 1.37
C -1.81 3.15 -1.80
H 3.25 4.10 1.42
C -4.13 -0.33 -3.77
S -0.74 1.76 -2.19
C -4.84 -2.43 -2.83
C 1.93 2.45 1.11
C -0.32 -1.24 4.84
C -3.01 -1.17 -1.69
C -1.46 -2.98 -2.71
H -5.13 0.28 -5.56
C 2.24 -0.49 -1.09
H 1.10 3.25 -1.78
C -0.37 1.14 4.91
H -2.62 -5.55 -0.77
H -2.48 1.80 1.77
H -6.40 -3.45 -3.89
H -4.95 2.28 0.81
C -5.76 -2.58 -3.85
C 0.32 -4.06 -1.95
C -0.44 -2.45 2.63
H -1.36 -5.18 -2.83
C -1.97 -2.01 -1.70
C -1.88 -4.76 -0.79
```

The calculation puts the orbital gap (alpha / beta) at 6.620 / 6.661 eV. As for the expectation value of S²: 3.76. Its total charge is -1. The LUMO energy (alpha / beta) is 2.2764 / 2.2749 eV. The electronic energy is -102822.810 eV. The spin multiplicity is 4. Its energy relative to the best compared isomer or geometry (same formula, charge and spin) is 61.0 kcal per mole. For the HOMO energy (alpha / beta), the calculation gives -4.344 / -4.386 eV.

These are the Mulliken partial charges, in e, on atoms 1 to 4: H 0.685; H 0.514; H 0.519; C 0.452

---

Entry 2:
Formula: C36H28F5KN6O3SSb
Source: the OMol25 dataset
Level of theory: ωB97M-V/def2-TZVPD

Geometry as XYZ:
```
81
C36H28F5KN6O3SSb ωB97M-V/def2-TZVPD
K -0.64 -0.62 -0.84
H 0.05 -3.03 0.84
C 4.49 -3.06 -3.66
H -3.63 3.02 3.41
C -3.95 1.49 -2.16
C 4.43 0.26 5.46
H 1.67 1.89 1.46
H 2.37 0.38 4.84
H 0.44 3.18 -1.90
C 0.16 2.39 -2.61
C 3.38 0.12 4.58
H 4.24 0.65 6.46
C -0.07 2.94 2.05
H -5.30 -1.38 1.84
H 6.54 0.05 5.81
C -2.25 2.23 1.95
F 1.72 -3.81 -1.45
C 6.02 -0.58 3.84
C -2.17 2.24 -3.57
C -1.68 -2.32 -5.68
H -1.79 2.56 -4.53
C 3.25 -1.04 1.24
C -2.46 -3.28 -1.66
C 3.56 -3.75 -2.90
H -4.99 1.23 -2.00
N 2.71 -0.58 2.31
N -1.01 2.18 1.48
H 0.44 4.34 3.60
C -0.33 3.73 3.16
O 1.55 -1.06 -1.51
N -1.97 -1.11 1.53
C 5.74 -0.08 5.10
F 3.37 0.33 -3.06
C -2.60 3.00 3.05
O -1.64 -0.54 -3.69
H 0.11 -3.46 2.56
C -1.62 3.75 3.68
C -2.54 -3.24 2.43
C 4.96 -0.73 2.95
H 2.70 -1.25 0.32
C 3.64 -0.38 3.30
C -4.26 -1.67 1.91
C 2.44 -1.67 -2.19
C -2.54 -4.31 -2.69
C 1.29 2.91 1.41
H -0.61 -2.16 -5.76
C -3.26 -0.80 1.49
H 0.74 1.49 -2.37
C 3.41 -1.02 -2.99
C -3.88 -2.91 2.40
C -1.31 2.10 -2.49
H -2.17 -1.38 -5.94
H -1.99 -3.11 -6.36
H -2.73 -5.33 -2.40
C -2.32 -3.97 -3.97
H 0.46 -1.78 2.04
N -1.75 1.73 -1.29
N -2.05 -2.68 -4.32
F 5.28 -0.98 -4.43
H 1.98 3.58 1.91
O -2.60 -3.55 -0.46
C -1.61 -2.32 1.95
S 4.97 -1.31 1.31
H -4.20 2.01 -4.24
H -1.85 4.36 4.54
H -2.33 -4.69 -4.78
F 3.63 -5.09 -2.85
H 0.42 2.70 -3.62
Sb -3.81 1.18 0.87
C 2.58 -3.09 -2.19
H -2.22 -4.22 2.77
C 4.39 -1.68 -3.70
C -3.51 1.92 -3.41
H 7.02 -0.84 3.55
C -3.03 1.42 -1.12
C -0.15 -2.67 1.86
C -1.97 -1.68 -3.32
H -4.63 -3.62 2.74
F 5.44 -3.71 -4.35
N -2.23 -2.00 -2.06
H 1.21 3.18 0.35
```

The calculation puts the orbital gap at 7.038 eV. Its total charge is -1. The LUMO energy is 2.2453 eV. The electronic energy is -100157.808 eV. The spin multiplicity is 1. Its energy relative to the best compared isomer or geometry (same formula, charge and spin) is 25.1 kcal per mole. For the HOMO energy, the calculation gives -4.793 eV.

These are the Mulliken partial charges, in e, on atoms 1 to 4: K 1.207; H 0.188; C 0.626; H 0.377

---

Q: What is the energy relative to the best compared isomer or geometry (same formula, charge and spin) in the first record?
A: 61.0 kcal per mole

---

Q: What is the total charge in the first record?
A: -1